Molecular formula: C21H46N8O5P2S2
Method: DFT, ωB97M-V with the def2-TZVPD basis set

The strongest force on any atom comes out at 6.85 eV/A. The value obtained for the calculated total energy is -84924.518 eV.

Last column: Mulliken charge in e.
Positions of all 84 atoms, in Å:
S: -6.46 1.31 -7.46  0.17
S: -0.96 3.80 -5.48  1.08
P: 3.20 -5.12 3.99  0.80
P: -1.16 1.00 0.91  0.78
O: -0.24 3.58 -4.25  -0.57
O: -2.05 2.15 1.33  -0.91
O: -2.22 3.10 -5.42  -0.52
O: -0.09 3.17 -6.69  -0.50
O: 3.40 -4.29 2.73  -0.87
N: -5.63 2.51 -8.20  -0.72
N: -6.41 1.80 -5.92  -0.69
N: 2.22 -3.97 4.83  0.29
N: -0.35 -0.53 0.47  0.13
N: 0.22 1.45 1.86  0.23
N: 2.90 -6.32 5.27  0.04
N: 4.84 -5.16 4.47  0.23
N: -1.04 1.42 -0.74  0.24
C: -4.54 4.54 -7.31  -0.34
C: -2.14 2.20 -1.31  -1.01
C: -0.04 1.36 3.29  -1.19
C: -3.40 6.56 -6.39  -1.21
C: -5.31 3.33 -7.21  0.63
C: 0.99 2.64 1.57  -1.08
C: 0.18 1.70 -1.47  -0.91
C: -4.74 4.93 -4.87  -0.50
C: 1.99 -6.14 6.39  -0.96
C: 5.85 -5.01 3.43  -0.97
C: -5.75 2.97 -5.86  0.81
C: 0.93 -3.75 4.18  -1.40
C: -5.47 3.79 -4.72  -0.84
C: 2.67 -7.66 4.69  -1.08
C: -1.97 6.08 -6.84  -0.58
C: 5.36 -4.67 5.73  -1.07
C: -1.09 5.58 -5.65  -0.75
C: -4.27 5.29 -6.20  0.64
C: 2.76 -2.71 5.30  -1.11
C: -1.31 -1.65 0.48  -1.13
C: 0.92 -1.00 1.00  -0.87
H: 2.75 -8.44 5.44  0.37
H: 0.47 2.75 -1.36  0.34
H: 5.58 -3.60 5.69  0.37
H: -3.35 7.03 -5.40  0.39
H: 6.80 -5.42 3.76  0.34
H: -2.17 2.08 -2.40  0.39
H: 4.68 -4.86 6.57  0.24
H: 3.44 -7.87 3.93  0.34
H: 5.56 -5.56 2.54  0.30
H: -4.50 5.55 -4.00  0.33
H: 0.87 -1.21 2.08  0.05
H: -0.70 2.16 3.64  0.30
H: 0.24 -3.23 4.85  0.37
H: -0.07 5.94 -5.85  0.45
H: 0.39 3.56 1.63  0.28
H: -1.58 -1.93 1.51  0.35
H: 1.98 -2.14 5.83  0.39
H: 6.29 -5.18 5.98  0.38
H: -3.85 7.23 -7.15  0.37
H: -5.81 3.46 -3.73  0.39
H: 5.99 -3.96 3.15  0.29
H: 0.89 1.40 3.86  0.33
H: 1.01 1.07 -1.16  0.22
H: 0.94 -6.05 6.09  0.30
H: -2.05 3.26 -1.07  0.25
H: 0.47 -4.71 3.94  0.39
H: 1.04 -3.18 3.26  0.40
H: -3.10 1.84 -0.93  0.31
H: -0.91 -2.52 -0.03  0.37
H: 3.15 -2.08 4.49  0.28
H: 1.72 -0.28 0.82  0.28
H: -0.25 2.21 -6.61  0.39
H: 1.83 2.73 2.28  0.39
H: 2.26 -5.27 6.99  0.28
H: -4.17 4.86 -8.29  0.45
H: 1.46 2.58 0.59  0.29
H: 1.23 -1.92 0.50  0.50
H: 1.69 -7.73 4.21  0.34
H: 2.07 -7.00 7.07  0.41
H: -0.51 0.40 3.53  0.35
H: 3.53 -2.86 6.05  0.31
H: -1.47 6.99 -7.23  0.33
H: -1.43 6.07 -4.73  0.33
H: -2.23 -1.36 -0.04  0.37
H: 0.04 1.51 -2.54  0.30
H: -2.03 5.38 -7.69  0.46

Molecular formula: C21H46O11S
Method: DFT, ωB97M-V with the def2-TZVPD basis set

The strongest force on any atom comes out at 0.41 eV/A. The value obtained for the calculated total energy is -55876.669 eV.

Last column: Mulliken charge in e.
Positions of all 79 atoms, in Å:
S: -3.25 -4.67 -1.01  1.07
O: -2.16 -4.34 -2.11  -0.39
O: -2.83 2.07 -3.66  -0.27
O: 2.12 4.59 2.27  -0.26
O: 1.08 1.70 2.18  -0.30
O: -3.88 -5.91 -1.31  -0.57
O: -0.59 -3.34 0.88  -0.19
O: -2.21 -4.91 0.17  -0.27
O: -1.78 5.46 -3.78  -0.26
O: -4.02 -3.50 -0.74  -0.56
O: -0.20 3.17 -2.48  -0.32
O: 3.87 1.83 0.87  -0.24
C: -0.92 -4.28 -0.08  1.18
C: 1.50 3.85 3.30  -0.62
C: -0.16 3.67 -3.80  -0.45
C: 5.01 1.00 0.85  -0.79
C: -1.16 -3.56 -1.43  -0.66
C: 0.14 -5.39 -0.15  -1.37
C: -1.48 2.99 -1.89  -0.57
C: 1.46 1.90 0.83  -0.10
C: 0.94 -6.08 2.25  0.74
C: -1.66 -2.67 1.56  -0.18
C: -2.01 6.81 -3.47  -0.76
C: 1.90 -5.57 3.32  -1.50
C: -2.24 1.80 -2.41  -0.49
C: 1.24 -5.38 0.91  -1.02
C: -0.40 5.16 -3.89  -0.59
C: -0.50 -5.92 2.74  -1.20
C: 1.53 5.86 2.10  -0.76
C: 2.71 1.15 0.42  -0.61
C: -3.21 0.89 -4.34  -0.76
C: -1.03 -1.55 2.39  -1.29
C: 1.84 2.38 3.18  -0.52
H: 2.68 0.14 0.84  0.28
H: -1.28 2.81 -0.83  0.44
H: 0.63 1.49 0.25  0.17
H: -1.56 7.09 -2.52  0.31
H: 1.61 -5.92 4.31  0.39
H: 0.41 3.97 3.26  0.34
H: -1.35 -1.59 3.43  0.37
H: -0.69 -4.88 3.02  0.09
H: -2.36 -2.27 0.83  0.41
H: 2.73 1.07 -0.67  0.43
H: -3.03 1.54 -1.68  0.51
H: -0.27 -3.52 -2.07  0.42
H: -0.85 3.14 -4.45  0.22
H: 0.05 -1.62 2.35  0.24
H: 2.93 -5.90 3.13  0.38
H: -1.62 7.48 -4.25  0.32
H: -0.38 -6.35 -0.17  0.29
H: -1.31 -0.57 1.99  0.37
H: 0.63 -5.30 -1.13  0.48
H: 1.54 -4.34 1.11  0.29
H: 1.55 2.96 0.59  0.17
H: 1.14 -7.15 2.11  0.28
H: 1.89 -4.48 3.34  0.32
H: 1.61 6.47 3.01  0.33
H: 0.16 5.67 -3.09  0.33
H: -3.09 6.95 -3.41  0.23
H: -3.65 1.19 -5.29  0.24
H: 1.56 1.90 4.12  0.40
H: -0.02 5.53 -4.86  0.44
H: -1.54 -2.55 -1.27  0.41
H: 5.23 0.64 -0.17  0.30
H: 2.06 6.36 1.29  0.23
H: 1.85 4.21 4.28  0.43
H: 2.91 2.24 3.03  0.24
H: 5.85 1.59 1.20  0.24
H: 0.86 3.49 -4.14  0.37
H: -0.66 -6.54 3.62  0.50
H: -1.24 -6.22 1.99  0.28
H: -1.56 0.94 -2.49  0.24
H: 2.11 -5.87 0.47  0.47
H: -2.20 -3.38 2.19  0.23
H: -3.95 0.32 -3.77  0.31
H: 4.88 0.13 1.51  0.33
H: -2.08 3.90 -1.97  0.22
H: 0.47 5.77 1.83  0.31
H: -2.35 0.25 -4.54  0.32

Molecular formula: C21H47BeNO2SSi2
Method: DFT, ωB97M-V with the def2-TZVPD basis set

The strongest force on any atom comes out at 6.48 eV/A. The relative energy (zero: lowest compared OMol25 entry of this formula, charge and spin) is 112.1 kcal/mol.

Last column: Mulliken charge in e.
Positions of all 75 atoms, in Å:
S: -0.23 3.16 -0.73  -0.48
Si: 3.55 1.60 -0.15  0.12
Si: 0.66 1.42 -4.39  0.79
O: -2.24 -0.47 -4.68  0.39
O: -1.53 -2.56 -3.53  -0.40
N: -0.03 0.76 0.03  0.38
C: -0.58 1.96 0.38  0.50
C: 2.64 2.35 1.32  -0.97
C: 4.85 0.41 0.48  -1.18
C: 0.38 -3.72 -2.22  -1.72
C: -3.19 -2.18 -6.06  -1.10
C: -2.02 -1.27 -5.91  -0.29
C: -0.11 -3.03 -3.50  0.28
C: 1.62 0.09 -5.26  -1.05
C: -0.15 -0.33 0.82  0.05
C: -3.37 0.60 -4.64  -0.17
C: -0.80 -0.26 2.05  -0.90
C: -2.32 -2.52 -2.30  0.19
C: -1.28 2.10 1.60  -0.78
C: 2.47 0.67 -1.33  -0.21
C: -4.49 0.13 -3.80  -1.27
C: -1.36 0.98 2.43  -0.21
C: 0.12 0.75 -2.67  3.44
C: -0.57 2.19 -5.57  -1.27
C: -3.71 -3.06 -2.51  -1.46
C: 1.73 2.80 -3.86  -0.87
C: 4.38 3.02 -1.05  -1.06
Be: 0.88 1.24 -1.34  -2.28
H: 2.38 -0.38 -1.01  0.43
H: -3.75 -4.12 -2.82  0.35
H: 1.02 -0.79 -5.49  0.23
H: 3.67 3.82 -1.26  0.27
H: -0.03 -3.69 -4.39  0.44
H: 2.03 1.61 1.86  0.23
H: -4.19 -0.09 -2.76  0.22
H: 1.39 -4.08 -2.39  0.45
H: -0.06 2.88 -6.28  0.48
H: -2.95 1.55 -4.29  0.15
H: 4.53 -0.08 1.41  0.31
H: -1.69 3.09 1.82  0.43
H: -4.18 -1.66 -6.15  0.28
H: -1.81 -1.06 -3.94  -0.06
H: -1.02 -1.76 -5.77  0.09
H: -1.81 1.08 3.42  0.36
H: 4.83 2.68 -1.98  0.31
H: 0.28 -1.28 0.47  0.34
H: 2.04 0.46 -6.21  0.40
H: -1.75 -3.13 -1.57  0.61
H: 3.40 2.74 2.00  0.42
H: -1.03 0.92 -2.79  -0.65
H: 1.19 3.68 -3.50  0.31
H: 5.07 -0.37 -0.26  0.32
H: 5.78 0.96 0.69  0.30
H: -4.97 -0.77 -4.22  0.28
H: -1.11 1.49 -6.21  0.16
H: -2.40 -1.48 -1.87  -0.03
H: 2.42 2.58 -3.03  -0.16
H: 0.44 -3.05 -1.37  0.25
H: -1.32 2.83 -5.10  0.39
H: 5.17 3.40 -0.40  0.36
H: 2.85 0.66 -2.37  0.38
H: -4.24 -2.94 -1.54  0.38
H: 1.97 3.17 1.02  0.22
H: -0.25 -4.57 -2.03  0.49
H: -4.23 -2.45 -3.26  0.20
H: 0.03 -0.39 -2.64  -1.85
H: -2.94 -2.72 -6.98  0.47
H: -2.02 -0.47 -6.64  0.61
H: -3.22 -2.91 -5.24  0.17
H: -0.77 -1.15 2.69  0.38
H: 2.46 -0.24 -4.64  0.29
H: 2.37 3.17 -4.68  0.45
H: -5.18 0.98 -3.75  0.49
H: -3.50 0.57 -5.71  0.63
H: 0.63 -2.22 -3.67  -0.03

Molecular formula: C21H47GdOP3S
Method: DFT, ωB97M-V with the def2-TZVPD basis set

The strongest force on any atom comes out at 3.01 eV/A. As for the total charge: +3. The relative energy (zero: lowest compared OMol25 entry of this formula, charge and spin) is 35.8 kcal/mol. Its spin multiplicity is 8.

Last column: Mulliken charge in e.
Positions of all 74 atoms, in Å:
Gd: -0.56 -0.07 0.32  -0.41
S: -0.56 -1.30 -2.43  0.45
P: -2.14 2.11 0.79  0.99
P: 0.56 1.46 -1.70  0.98
P: 1.73 1.13 1.54  1.12
O: -0.54 -1.04 2.49  -0.06
C: -1.86 -2.03 -4.83  -0.30
C: -0.73 1.85 -2.98  -1.06
C: 2.19 0.52 3.22  -1.34
C: -0.83 -2.25 -3.86  0.26
C: 1.18 -3.89 -0.56  -0.63
C: 0.18 -3.20 -4.13  -0.31
C: 2.02 -2.86 -0.40  -0.17
C: 3.41 1.02 0.79  -1.15
C: -0.53 -2.53 3.00  -0.19
C: -1.04 -3.96 -6.07  -0.49
C: 0.80 -2.78 3.70  -1.02
C: 1.74 2.91 1.98  -1.52
C: -2.81 2.45 2.47  -1.26
C: -0.58 -0.33 4.91  -1.88
C: -3.65 1.72 -0.16  -1.25
C: -1.05 -0.08 3.51  0.45
C: 1.31 3.12 -1.53  -1.53
C: 1.91 0.67 -2.70  -1.02
C: 0.06 -4.09 -5.20  -0.62
C: -1.67 3.80 0.27  -1.23
C: -1.96 -2.90 -5.92  -0.45
H: 1.30 -4.58 -1.38  0.37
H: -1.02 -1.26 5.28  0.48
H: -0.72 0.90 3.16  -0.06
H: 2.28 3.05 -1.03  0.45
H: -1.28 2.77 -2.68  0.40
H: -4.10 0.78 0.23  0.42
H: -3.56 3.25 2.38  0.54
H: 0.52 -0.34 5.01  0.38
H: 1.82 -0.43 -2.71  0.05
H: 0.83 -4.82 -5.39  0.47
H: -3.40 1.57 -1.22  0.30
H: 2.03 -2.42 0.59  0.18
H: 4.13 1.38 1.54  0.55
H: 0.87 -3.84 3.97  0.51
H: -0.16 2.03 -3.91  0.52
H: 2.68 -2.46 -1.19  0.25
H: -1.40 -2.66 3.68  0.38
H: -1.57 3.84 -0.83  0.27
H: -2.01 2.77 3.16  0.35
H: -2.72 -2.75 -6.70  0.42
H: 0.90 3.16 2.64  0.35
H: 0.66 3.79 -0.97  0.29
H: -2.51 -1.18 -4.73  0.43
H: -2.47 4.48 0.60  0.58
H: 0.35 -4.10 0.17  0.10
H: 1.55 0.96 3.98  0.35
H: -0.92 0.49 5.56  0.36
H: 1.45 3.50 -2.54  0.49
H: 3.64 -0.02 0.53  0.31
H: -2.15 -0.17 3.49  0.45
H: -0.67 -3.07 2.03  0.26
H: 2.86 0.96 -2.25  0.43
H: 1.83 1.03 -3.73  0.45
H: -4.37 2.54 -0.05  0.43
H: 1.62 -2.50 3.02  0.12
H: 2.68 3.13 2.50  0.51
H: -0.72 4.09 0.74  0.24
H: 1.06 -3.21 -3.52  0.47
H: 2.15 -0.57 3.29  0.17
H: 1.68 3.55 1.09  0.36
H: 3.22 0.84 3.44  0.64
H: -3.29 1.55 2.87  0.36
H: -1.40 -1.32 -0.98  0.09
H: 3.50 1.65 -0.10  0.37
H: 0.85 -2.19 4.60  0.30
H: -1.15 -4.65 -6.93  0.40
H: -1.41 1.01 -3.19  0.09

Molecular formula: C21H47HfN5O2P2
Method: DFT, ωB97M-V with the def2-TZVPD basis set

The strongest force on any atom comes out at 12.11 eV/A. As for the total charge: +4. The relative energy (zero: lowest compared OMol25 entry of this formula, charge and spin) is 98.1 kcal/mol.

Last column: Mulliken charge in e.
Positions of all 78 atoms, in Å:
Hf: -0.01 -0.02 0.00  0.09
P: -0.10 0.65 -2.51  -0.48
P: 0.01 -0.38 2.56  -0.08
O: -2.29 2.36 0.48  -0.16
O: -2.35 -2.22 -0.45  -0.17
N: 0.85 -5.15 -0.87  -0.83
N: 2.04 -4.53 -1.19  1.12
N: 0.73 -2.94 -0.63  0.06
N: 2.01 -3.19 -1.04  -0.61
N: 3.13 -5.19 -1.66  -0.53
C: 0.95 -3.00 2.27  -1.39
C: -0.04 2.38 3.08  -1.40
C: -1.61 -0.69 3.38  0.65
C: 0.70 -0.59 -3.63  0.72
C: -2.75 0.17 2.82  -1.40
C: -1.79 0.94 -3.21  1.11
C: 0.33 3.37 -1.95  -1.34
C: 0.71 1.10 3.42  0.65
C: 2.61 -1.33 3.14  -1.56
C: 0.85 2.21 -2.80  0.48
C: -1.51 -1.41 -0.31  0.71
C: 0.82 0.91 4.94  -1.67
C: 2.22 -0.69 -3.37  -1.32
C: 0.93 2.59 -4.28  -1.63
C: -1.82 0.70 -4.73  -1.53
C: 1.13 -1.76 3.14  0.25
C: -1.43 1.56 0.27  0.62
C: -2.39 2.30 -2.86  -1.64
C: -2.04 -2.16 3.38  -1.39
C: 0.02 -1.95 -3.52  -1.68
C: 0.12 -4.09 -0.53  -0.30
H: 0.53 -0.20 -4.65  0.93
H: -2.17 3.05 -3.63  0.36
H: -1.95 -0.36 -4.97  0.38
H: 1.86 1.94 -2.45  0.57
H: 2.58 -1.70 -3.60  0.42
H: -0.02 2.98 -4.66  0.36
H: -0.41 3.97 -2.50  0.39
H: 2.76 0.03 -4.01  0.32
H: -0.09 1.28 5.44  0.47
H: 1.69 -3.00 1.45  0.51
H: 2.96 -6.21 -1.72  0.34
H: 1.72 1.17 3.00  0.53
H: -2.27 -2.53 2.37  0.28
H: -0.03 -3.05 1.79  -0.01
H: -0.05 2.62 2.00  0.37
H: -1.09 2.35 3.42  0.27
H: 1.45 -0.98 0.33  -0.59
H: 1.01 -0.12 5.26  0.45
H: 0.43 -2.63 -4.28  0.56
H: -1.38 -0.37 4.40  0.62
H: 1.18 4.04 -1.72  0.43
H: -0.92 1.08 -5.23  0.35
H: 1.28 1.78 -4.93  0.40
H: 0.45 3.22 3.59  0.48
H: 1.65 1.53 5.29  0.43
H: 2.87 -0.84 4.09  0.36
H: -2.50 1.21 2.65  0.21
H: -1.31 -2.82 3.86  0.38
H: -2.12 2.68 -1.87  0.27
H: -2.67 1.26 -5.15  0.45
H: -3.15 -0.24 1.87  0.29
H: 3.92 -4.58 -1.87  0.31
H: -3.57 0.15 3.55  0.49
H: 1.08 -3.94 2.84  0.35
H: 0.26 -2.39 -2.55  0.29
H: -2.38 0.16 -2.70  0.39
H: 2.50 -0.48 -2.33  0.39
H: 1.67 3.40 -4.37  0.47
H: 0.75 -1.97 4.15  1.11
H: -0.11 3.08 -0.99  0.38
H: -0.83 -4.14 -0.08  0.49
H: 1.48 -0.70 -0.74  0.26
H: -1.08 -1.93 -3.60  0.36
H: 2.85 -0.66 2.30  0.34
H: -3.49 2.18 -2.82  0.49
H: 3.24 -2.22 3.05  0.46
H: -2.98 -2.23 3.96  0.47

Molecular formula: C21H47N2NiO2P2
Method: DFT, ωB97M-V with the def2-TZVPD basis set

The strongest force on any atom comes out at 2.44 eV/A. As for the total charge: +1. The value obtained for the calculated total energy is -89229.087 eV. Its spin multiplicity is 3.

Last column: Mulliken charge in e.
Positions of all 75 atoms, in Å:
Ni: -0.02 0.08 -0.01  0.59
P: 1.71 1.13 0.95  1.19
P: -2.05 -0.28 -0.88  1.19
O: 1.39 -1.62 -1.63  -0.37
O: -1.01 -0.71 2.63  -0.30
N: -0.92 2.41 0.05  0.35
N: 2.45 -3.47 -2.39  0.30
C: -3.15 -0.42 -3.54  -1.39
C: -1.97 -0.83 -2.66  0.51
C: -0.49 -0.77 1.62  -0.30
C: -1.67 -2.32 -2.80  -1.42
C: 3.42 1.39 3.23  -1.67
C: -2.95 1.35 -0.89  -0.92
C: -2.32 2.45 -0.01  -1.16
C: -0.26 3.22 1.01  -1.18
C: 3.99 -0.20 -0.06  -1.46
C: 1.24 2.93 1.16  -0.88
C: -3.21 -1.40 0.01  0.43
C: 2.41 -0.87 2.83  -1.26
C: 3.22 1.12 -0.14  0.53
C: -4.57 -1.59 -0.64  -1.65
C: 2.90 -4.85 -2.25  -0.96
C: 2.78 -2.79 -3.63  -1.13
C: 1.75 -2.81 -1.45  0.48
C: 1.42 -3.55 -0.18  -0.78
C: 4.16 2.31 0.01  -1.41
C: -2.60 -2.75 0.40  -1.25
C: 2.22 0.63 2.65  0.45
H: 2.77 1.15 -1.15  0.28
H: -2.75 2.39 1.00  0.49
H: -1.07 -0.30 -3.02  0.28
H: 3.33 -1.06 -0.19  0.17
H: 2.40 -1.77 -3.62  0.25
H: -3.37 -0.85 0.95  0.49
H: -1.75 -2.64 1.07  0.18
H: 2.03 -5.52 -2.10  0.30
H: -4.09 -0.88 -3.20  0.21
H: 2.33 -3.86 0.35  0.48
H: -0.76 3.14 1.99  0.48
H: -1.40 -2.53 -3.85  0.52
H: 1.59 3.25 2.14  0.38
H: -5.07 -0.65 -0.91  0.33
H: 1.34 0.91 3.24  0.49
H: 4.56 -0.31 0.88  0.22
H: 3.20 -1.28 2.20  0.18
H: -2.30 -3.35 -0.47  0.18
H: 3.44 -5.12 -3.17  0.38
H: 4.98 2.21 -0.71  0.46
H: -2.99 1.74 -1.92  0.23
H: -0.80 -2.61 -2.20  0.14
H: 4.37 1.09 2.78  0.27
H: 3.57 -4.94 -1.36  0.30
H: -5.23 -2.10 0.08  0.48
H: 0.86 -2.89 0.48  -0.34
H: 3.86 -2.77 -3.77  0.41
H: -0.41 4.29 0.75  0.47
H: 2.69 -1.06 3.88  0.52
H: 3.48 1.15 4.30  0.48
H: 1.48 -1.43 2.64  0.18
H: -2.52 -2.96 -2.55  0.22
H: -2.65 3.44 -0.36  0.46
H: -0.35 1.80 -0.63  -0.60
H: 1.77 3.53 0.41  0.24
H: 0.31 1.01 -1.32  0.05
H: 4.60 2.37 1.01  0.21
H: -3.37 -3.32 0.95  0.51
H: 3.32 2.48 3.16  0.33
H: 4.72 -0.23 -0.89  0.51
H: -2.97 -0.77 -4.56  0.46
H: 2.35 -3.32 -4.48  0.41
H: -4.53 -2.23 -1.53  0.27
H: -3.98 1.17 -0.57  0.38
H: -3.28 0.66 -3.57  0.34
H: 0.82 -4.44 -0.38  0.48
H: 3.66 3.26 -0.21  0.34

Look up the strongest force on any atom of the third one.
6.48 eV/A